Formula: C12H34AgN3O4
Source: OMol25
Level of theory: ωB97M-V/def2-TZVPD

**Multiplicity**: 2
**Expectation value of S²**: 0.7541
**ΔE to the lowest compared entry with this formula, charge and spin**: 0.000 eV
**HOMO-LUMO gap (spin up / spin down)**: 6.77 / 4.61 eV
**Total charge**: +1
**Electronic energy**: -1089.3818 a.u.
**Lowest unoccupied orbital energy (spin up / spin down)**: -4.718 / -6.875 eV

```
54
Properties=species:S:1:pos:R:3:forces:R:3
Ag -0.473173 -3.445070 2.744327 -0.064 0.448 -0.086
O -0.085716 -1.616529 1.720444 0.352 -0.312 -0.153
H -0.779109 -0.949504 1.642601 0.034 -0.165 0.269
C 0.349959 2.109893 0.742693 -0.733 -0.252 0.464
C 0.061519 2.374967 2.219093 0.123 -0.422 0.082
C -1.420781 2.641475 2.428743 -0.307 -0.086 -0.362
O -1.788002 2.687866 3.786731 -0.165 0.094 0.145
C -1.798764 4.004561 4.296278 0.314 0.310 0.546
N 0.500946 1.229499 3.054807 -0.456 0.137 -0.426
H 1.405199 1.871942 0.621007 0.070 0.443 -0.339
H -0.036660 2.937914 0.148103 0.605 0.107 -0.229
H -0.223295 1.233156 0.408052 0.046 -0.030 0.133
H 0.599377 3.282213 2.513778 0.138 -0.121 0.106
H -2.020101 1.831503 1.988453 0.162 -0.044 -0.063
H -1.700228 3.565540 1.906378 -0.055 0.008 0.068
H -1.992432 4.005901 5.369571 -0.111 -0.450 -0.063
H -2.586845 4.608461 3.838719 0.157 0.039 -0.230
H -0.811334 4.468461 4.196030 -0.134 0.166 -0.280
H 0.713885 0.438370 2.454369 0.110 0.066 0.020
H -0.321977 0.922662 3.567289 0.253 0.089 0.438
C 3.402993 -0.262998 0.731821 0.582 0.249 0.733
C 2.617575 -0.864781 -0.407659 0.936 -1.748 0.424
C 3.446437 -1.210822 -1.647045 0.469 0.708 0.055
O 3.367898 -0.120187 -2.524402 -0.447 -0.146 -0.319
C 3.376992 -0.479654 -3.906394 0.566 0.779 0.189
N 2.001979 -2.103845 0.065930 -2.746 2.445 -0.995
H 4.044164 -1.019443 1.194761 -0.029 -0.125 -0.262
H 2.789187 0.104113 1.556216 -0.167 0.158 -0.230
H 4.086738 0.520749 0.410199 -0.266 0.159 -0.181
H 1.750929 -0.239068 -0.699188 0.000 -0.032 -0.080
H 3.108774 -2.153135 -2.090141 -0.159 0.101 -0.161
H 4.488998 -1.347649 -1.331942 -0.029 -0.198 -0.012
H 4.402247 -0.680812 -4.230821 -0.118 -0.521 0.012
H 3.093323 0.412283 -4.462899 -0.308 -0.070 0.080
H 2.682172 -1.297119 -4.092981 0.095 -0.109 -0.176
H 1.321627 -2.473057 -0.655019 0.734 -1.177 -0.149
H 1.288016 -1.840169 0.814331 0.496 -0.600 1.240
C -1.782310 -2.457554 -3.163331 0.409 -0.009 -0.045
C -1.126294 -1.613420 -2.078922 0.212 -0.282 -0.215
C -2.087518 -0.602302 -1.494114 -0.484 0.071 0.340
O -3.315003 -1.236720 -1.191711 0.211 -0.152 -0.248
C -4.308488 -0.326850 -0.787793 -0.283 0.398 0.271
N -0.565176 -2.507487 -1.028510 -0.638 0.374 0.039
H -2.194630 -1.806937 -3.932977 -0.172 -0.088 0.003
H -2.559233 -3.097382 -2.749061 -0.128 0.115 -0.058
H -1.028482 -3.092550 -3.630644 -0.029 -0.022 -0.010
H -0.304764 -1.073984 -2.562229 0.069 0.139 0.248
H -2.285714 0.224719 -2.185918 0.218 0.004 -0.060
H -1.669612 -0.190325 -0.560186 0.084 0.199 -0.158
H -4.242506 -0.116616 0.287064 -0.009 -0.037 -0.029
H -5.290719 -0.736981 -1.013531 0.071 -0.195 0.074
H -4.236164 0.633122 -1.312352 0.119 -0.094 -0.086
H -1.336384 -3.145916 -0.826762 0.381 -0.465 -0.170
H -0.529521 -2.000501 -0.141250 0.018 0.147 -0.103
```
Positions in Å, forces in eV/Å.

---

Formula: C12H34AlNO7PS
Source: OMol25
Level of theory: ωB97M-V/def2-TZVPD

**ΔE to the lowest compared entry with this formula, charge and spin**: 0.000 eV
**HOMO-LUMO gap**: 6.20 eV
**Total charge**: -1
**Electronic energy**: -2041.0186 a.u.
**Lowest unoccupied orbital energy**: 2.565 eV

```
57
Properties=species:S:1:pos:R:3:forces:R:3
N 4.130681 4.586884 2.196172 -0.307 0.046 -0.266
P 3.086405 3.501033 3.080328 0.361 -0.010 0.128
O 3.709377 1.973175 2.662673 0.032 -0.093 0.044
Al 1.238623 3.561835 1.528185 0.073 0.405 0.017
S -0.716271 3.877324 2.682639 -0.364 -0.323 -0.076
H 5.099163 4.293214 2.163716 -0.017 0.111 0.194
H 3.801349 4.795285 1.257871 0.158 -0.074 -0.002
H 3.435990 1.722399 1.775231 -0.134 -0.113 -0.147
H 1.184059 2.116510 0.815516 -0.013 -0.096 0.127
H 1.558841 4.749034 0.463330 0.004 -0.013 0.056
H -0.617789 5.122974 3.148247 0.240 0.148 -0.051
C 0.212598 0.801108 -6.382652 0.042 -0.020 -0.039
O 0.882214 0.357618 -5.231529 -0.077 0.010 0.088
C 1.424170 1.433304 -4.482210 -0.006 0.017 -0.068
C 1.819991 0.993778 -3.091247 0.095 0.002 0.044
O 0.742230 0.912351 -2.184577 -0.085 0.022 -0.075
C -0.103898 -0.219514 -2.266463 -0.021 -0.033 -0.005
C 0.502584 -1.475223 -1.687429 0.036 -0.050 -0.014
O 1.410153 -2.077524 -2.603255 0.030 0.094 0.055
C 2.212385 -3.044045 -1.975829 -0.022 -0.053 -0.029
H 0.882849 1.356799 -7.052404 -0.005 0.001 0.010
H -0.157896 -0.078291 -6.907507 0.002 0.006 0.000
H -0.635735 1.448982 -6.128392 0.015 0.006 0.000
H 0.687439 2.242947 -4.400039 0.011 0.007 0.007
H 2.311825 1.825054 -5.001314 -0.028 0.034 -0.005
H 2.469954 1.769953 -2.680374 0.010 -0.031 0.012
H 2.385091 0.058080 -3.136890 -0.052 -0.004 -0.047
H -0.440597 -0.399021 -3.292586 0.056 -0.025 0.003
H -0.968757 0.030235 -1.649884 0.008 0.007 0.001
H -0.298039 -2.183717 -1.442583 -0.008 -0.018 0.055
H 1.023431 -1.215026 -0.758044 -0.012 0.008 0.025
H 2.827734 -2.601314 -1.182574 -0.016 -0.001 0.001
H 2.866307 -3.474144 -2.733653 -0.005 0.000 0.007
H 1.606360 -3.846562 -1.533658 0.002 0.010 0.001
C -3.552653 1.422024 3.263662 0.113 -0.104 -0.033
O -3.430659 0.061118 2.886825 -0.062 0.001 0.005
C -3.596891 -0.113095 1.496374 -0.028 0.023 0.026
C -2.962298 -1.410290 1.050125 -0.004 0.063 -0.038
O -1.559887 -1.303420 0.869698 0.007 -0.180 -0.069
C -0.751959 -1.279373 2.038173 0.042 0.111 0.003
C -0.471637 -2.649238 2.605841 0.032 -0.052 0.032
O -1.574096 -3.136450 3.352621 -0.073 0.005 -0.139
C -1.455498 -4.505549 3.636107 0.018 0.006 0.069
H -4.534184 1.825909 2.984429 0.012 0.000 -0.006
H -3.437686 1.472332 4.344337 -0.008 -0.001 0.002
H -2.761858 2.013380 2.795843 -0.106 0.127 0.046
H -3.122461 0.709491 0.945414 -0.022 0.008 0.014
H -4.670854 -0.119606 1.249460 0.032 0.012 -0.030
H -3.354240 -1.655979 0.059473 -0.006 -0.028 0.026
H -3.224045 -2.218274 1.739390 0.047 0.031 0.040
H -1.176187 -0.624157 2.800448 -0.022 -0.048 0.025
H 0.200867 -0.851840 1.720424 -0.019 0.055 -0.001
H 0.413444 -2.587673 3.255052 0.005 -0.038 -0.013
H -0.248284 -3.341115 1.781312 0.023 0.019 -0.005
H -1.427621 -5.105078 2.716691 0.012 0.010 0.005
H -2.325361 -4.796999 4.222874 0.006 -0.002 -0.001
H -0.548769 -4.721611 4.216610 -0.003 0.005 -0.010
```
Positions in Å, forces in eV/Å.

---

Formula: C12H34BBr2N2O8V2
Source: OMol25
Level of theory: ωB97M-V/def2-TZVPD

**Multiplicity**: 2
**Expectation value of S²**: 0.7584
**HOMO-LUMO gap (spin up / spin down)**: 4.29 / 5.84 eV
**Total charge**: -2
**Electronic energy**: -8249.8204 a.u.
**Lowest unoccupied orbital energy (spin up / spin down)**: 3.923 / 3.922 eV

```
61
Properties=species:S:1:pos:R:3:forces:R:3
O -0.295732 -0.816410 3.338830 0.354 -0.897 -0.665
V 0.617148 0.420720 2.732620 0.667 -0.883 3.098
O 0.500018 1.618330 3.829170 0.414 1.195 -0.290
O 3.595858 -2.553640 -0.184220 -0.856 1.509 1.913
V 3.271368 -1.762910 1.228270 3.003 -2.114 -0.002
O 3.406478 -2.910600 2.345380 -0.422 1.192 -1.306
O 5.419748 -0.711030 1.104180 -2.776 -1.086 1.522
C 5.094198 0.511440 1.728540 -0.557 -0.221 -1.454
C 4.082348 0.548420 2.910790 -0.093 -0.397 0.879
O 2.862528 -0.161400 2.913190 -0.474 -0.939 -2.978
H 4.771738 1.096180 0.867030 -0.670 1.093 -0.031
H 6.010818 0.998810 2.060760 0.321 0.255 0.556
H 3.792538 1.546700 3.238730 0.643 0.729 -0.319
H 4.677078 0.120850 3.717990 0.229 -0.135 0.557
B 1.044498 -1.124640 0.448120 0.008 0.125 -0.241
H 1.309738 -2.009850 1.005150 1.010 -3.697 2.353
H 0.276058 -0.582060 0.976650 -2.645 1.686 1.788
H 1.922358 -0.525640 0.261510 3.358 2.547 -0.856
H 0.635648 -1.398430 -0.512150 -0.815 -1.201 -3.238
Br -1.456112 -6.189960 -0.669000 0.561 1.062 0.197
C -0.470992 -4.528190 -0.003910 -1.191 0.349 0.433
C -1.185052 -3.957390 1.223210 -0.045 -0.623 0.808
Br -2.964242 -3.138350 0.838040 0.840 -0.470 0.026
H -0.514482 -3.721260 -0.735400 0.113 -0.677 -0.536
H 0.548058 -4.881010 0.154640 -0.215 0.226 0.258
H -0.617632 -3.216940 1.787010 0.188 0.600 -0.608
H -1.389572 -4.686860 2.006880 -0.211 -0.313 -0.402
C -0.173492 -0.831390 -3.719750 -0.139 0.108 0.013
C -0.919782 -0.232470 -2.533800 0.121 0.979 -0.388
C -2.058352 0.735760 -2.929350 0.796 -1.501 0.011
O -1.554752 1.771530 -3.729510 -1.799 0.875 -0.371
C -2.667152 2.604940 -4.172130 1.744 0.453 0.289
N -1.446182 -1.304440 -1.724130 -0.926 0.215 -0.557
H 0.349848 -1.706400 -3.334310 0.138 -0.019 -0.207
H 0.546338 -0.161130 -4.189540 -0.027 0.114 0.160
H -0.877412 -1.148000 -4.489400 -0.103 -0.178 -0.025
H -0.208532 0.327350 -1.926490 0.369 0.425 -0.029
H -2.602422 1.111350 -2.062730 0.110 0.199 0.344
H -2.765282 0.126280 -3.492270 -0.335 -0.077 -0.285
H -3.626792 2.108020 -4.314450 0.313 -0.542 -0.439
H -2.252962 3.114570 -5.042090 -0.544 -0.198 -0.366
H -2.888252 3.411320 -3.472880 0.185 -0.013 0.556
H -2.007042 -0.827060 -1.033020 -0.300 -0.437 0.584
H -0.635452 -1.634850 -1.220490 -0.147 -0.343 0.325
C -0.195912 3.619770 -0.318490 -1.554 0.595 0.496
C -0.366382 2.652430 0.886080 -1.056 -1.529 -1.708
C -1.639872 1.732420 0.762470 1.351 0.363 0.469
O -1.771652 0.956790 1.970260 -0.583 0.954 -1.112
C -3.099372 0.445800 2.248350 0.976 1.405 -1.183
N 0.829378 1.782380 1.007560 0.046 1.805 0.157
H -1.153072 4.100390 -0.520890 -0.491 0.252 0.374
H 0.007778 3.295390 -1.338970 0.877 -0.718 0.360
H 0.412578 4.450880 0.038010 0.532 -0.129 -0.464
H -0.545072 3.289380 1.752370 0.630 -0.396 0.362
H -1.460142 1.128360 -0.126870 -0.066 -0.633 0.015
H -2.460592 2.391000 0.478220 -0.648 0.008 0.609
H -3.741082 1.314150 2.099100 -0.565 0.073 0.273
H -3.166442 0.103530 3.281050 0.384 -0.282 -0.363
H -3.360762 -0.263130 1.462730 -0.095 -0.526 0.438
H 1.556018 2.454580 0.806960 0.937 -0.144 0.786
H 0.997858 1.095610 0.286410 -0.872 -0.072 -0.586
```
Positions in Å, forces in eV/Å.